ORCA calculation (wB97M-V/def2-TZVPD) on a structure of composition C25H36F2FeNO2PS6.

Last column: Löwdin charge in e.
Positions of all 74 atoms, in Å:
1 Fe 0.232 0.151 0.296  0.390
2 C -2.489 -2.513 0.646  -0.474
3 C -2.933 -1.636 -0.513  -0.474
4 S -2.283 0.063 -0.481  0.893
5 C -3.426 0.736 0.765  -0.479
6 C -3.022 2.128 1.206  -0.488
7 S -1.344 2.278 1.877  0.845
8 C -1.545 1.751 3.598  -0.493
9 C -1.636 0.248 3.775  -0.486
10 S -0.179 -0.569 3.054  0.890
11 C -0.673 -2.305 3.312  -0.477
12 C -0.221 -3.225 2.203  -0.501
13 S -0.686 -2.698 0.548  0.919
14 H -2.943 -3.499 0.552  0.095
15 H -2.769 -2.087 1.610  0.061
16 H -4.020 -1.561 -0.541  0.095
17 H -2.597 -2.061 -1.458  0.079
18 H -3.466 0.039 1.600  0.057
19 H -4.415 0.779 0.304  0.097
20 H -3.724 2.509 1.948  0.094
21 H -3.027 2.806 0.351  0.080
22 H -2.426 2.235 4.021  0.094
23 H -0.662 2.145 4.101  0.066
24 H -2.521 -0.160 3.291  0.056
25 H -1.667 -0.002 4.835  0.097
26 H -1.755 -2.310 3.431  0.072
27 H -0.222 -2.644 4.244  0.091
28 H -0.587 -4.234 2.388  0.093
29 H 0.867 -3.255 2.137  0.077
30 F -0.515 -2.103 -4.658  0.092
31 C 0.278 -1.977 -3.592  -0.266
32 C -0.032 -1.025 -2.636  -0.071
33 C 0.777 -0.916 -1.521  -0.215
34 C 1.923 -1.697 -1.387  -0.158
35 C 2.179 -2.647 -2.371  -0.213
36 F 3.241 -3.452 -2.252  0.090
37 C 1.368 -2.816 -3.472  0.086
38 C 2.785 -1.436 -0.221  -0.199
39 C 4.157 -1.663 -0.196  0.026
40 C 4.892 -1.262 0.905  -0.017
41 C 4.248 -0.656 1.973  -0.036
42 C 2.885 -0.469 1.885  -0.152
43 N 2.168 -0.845 0.820  0.019
44 H -0.887 -0.379 -2.797  0.091
45 H 1.583 -3.568 -4.217  0.141
46 H 4.643 -2.123 -1.042  0.121
47 H 5.965 -1.405 0.920  0.122
48 H 4.789 -0.330 2.850  0.113
49 H 2.337 -0.005 2.695  0.050
50 C 2.325 2.845 3.967  -0.038
51 C 3.415 2.950 2.912  -0.417
52 C 4.097 4.306 2.912  -0.053
53 O 2.849 2.550 1.622  -0.341
54 P 2.166 3.470 0.515  -0.112
55 S 3.349 4.506 -0.632  0.315
56 S 1.088 2.054 -0.527  0.406
57 O 1.163 4.357 1.382  -0.355
58 C 0.649 5.651 0.944  -0.467
59 C -0.124 6.204 2.124  -0.041
60 C -0.209 5.525 -0.304  -0.058
61 H 2.732 3.090 4.949  0.093
62 H 1.918 1.831 4.000  0.057
63 H 1.516 3.540 3.737  0.073
64 H 4.166 2.182 3.090  0.128
65 H 3.382 5.109 2.735  0.077
66 H 4.869 4.354 2.147  0.076
67 H 4.561 4.466 3.887  0.092
68 H 1.510 6.284 0.726  0.116
69 H -0.970 5.553 2.352  0.070
70 H -0.497 7.202 1.888  0.091
71 H 0.516 6.271 3.005  0.082
72 H -1.073 4.885 -0.103  0.070
73 H 0.364 5.094 -1.125  0.053
74 H -0.560 6.511 -0.608  0.093

The calculation puts the LUMO energy (alpha / beta) at -0.08622 / -0.14250 Eh. The value obtained for the max |F| is 1.18 eV Å⁻¹. Its total energy is -146214.0772 eV. The spin multiplicity is 6. As for the net charge: +1. For the gap between HOMO and LUMO (alpha / beta), the calculation gives 0.297 / 0.244 Ha.

ORCA calculation (wB97M-V/def2-TZVPD) on an isolated molecule of C9H12O2S3.

Last column: Löwdin charge in e.
Positions of all 26 atoms, in Å:
1 C -0.608 3.533 -0.121  -0.356
2 C -1.072 2.096 -0.067  -0.303
3 C -0.196 1.058 -0.815  -0.582
4 C 0.790 -1.741 1.110  -0.602
5 C -0.241 -2.298 1.869  -0.115
6 C -0.499 -3.672 1.743  -0.089
7 C 0.297 -4.463 0.926  -0.099
8 C 1.265 -3.850 0.113  -0.091
9 C 1.510 -2.473 0.172  -0.123
10 H 0.825 4.296 -3.181  0.142
11 H -1.220 4.089 0.663  0.118
12 H 0.435 3.649 0.179  0.083
13 H -2.054 1.983 -0.502  0.099
14 H -1.083 1.824 0.997  0.099
15 H -0.158 1.370 -1.884  0.072
16 H -0.679 0.077 -0.751  0.074
17 H -0.822 -1.587 2.459  0.099
18 H -1.198 -4.162 2.398  0.097
19 H 0.261 -5.577 0.829  0.116
20 H 1.921 -4.500 -0.515  0.114
21 H 2.338 -2.013 -0.394  0.099
22 O 0.413 3.606 -2.478  -0.371
23 O -2.116 3.678 -2.259  -0.473
24 S -0.899 4.309 -1.725  0.878
25 S 1.495 0.823 -0.330  0.537
26 S 1.294 -0.054 1.563  0.579

The calculation puts the LUMO energy at 0.01177 Eh. The value obtained for the max |F| is 3.73 eV Å⁻¹. Its energy above the lowest of the compared OMol25 structures with the same formula, charge and spin is 0.0000 eV. Its total energy is -46127.5154 eV. For the gap between HOMO and LUMO, the calculation gives 0.326 Ha.

ORCA calculation (wB97M-V/def2-TZVPD) on a cluster of 2 separate species, C9H17NO2 in total.

Last column: Löwdin charge in e.
Positions of all 29 atoms, in Å:
1 C 2.052 0.465 -1.763  0.015
2 C 1.718 0.506 -0.508  -0.093
3 C 2.357 0.699 0.736  -0.586
4 C -2.495 0.046 0.331  -0.045
5 C -0.503 0.725 1.720  -0.072
6 C -1.059 2.239 -0.268  0.003
7 C 0.149 -2.597 -0.976  -0.128
8 C -0.303 -0.227 -0.476  -0.161
9 C -1.138 0.744 0.341  -0.587
10 N -0.363 -1.573 -0.271  -0.095
11 O 2.763 1.718 1.240  0.101
12 O 2.435 -0.413 1.550  0.038
13 H 1.415 0.085 -2.589  0.070
14 H 3.076 0.395 -2.034  0.054
15 H -2.545 -0.303 -0.749  0.102
16 H -2.282 -0.909 1.016  0.122
17 H -3.311 0.652 0.682  0.073
18 H -1.131 1.280 2.596  0.145
19 H 0.420 1.302 1.577  0.054
20 H -0.205 -0.238 2.128  0.070
21 H -1.560 2.922 0.504  0.111
22 H -1.518 2.178 -1.248  0.068
23 H 0.076 2.274 -0.388  0.086
24 H -0.181 -2.576 -2.058  0.118
25 H 1.206 -2.661 -0.888  0.068
26 H -0.268 -3.551 -0.550  0.115
27 H -0.395 -0.027 -1.496  0.099
28 H -0.455 -1.838 0.655  0.096
29 H 2.045 -1.316 1.184  0.160

The calculation puts the LUMO energy at 0.01441 Eh. The value obtained for the max |F| is 4.66 eV Å⁻¹. Its energy above the lowest of the compared OMol25 structures with the same formula, charge and spin is 4.7322 eV. Its total energy is -15189.4603 eV. For the gap between HOMO and LUMO, the calculation gives 0.320 Ha.

ORCA calculation (wB97M-V/def2-TZVPD) on a structure of composition C5H6HgO5.

Last column: Löwdin charge in e.
Positions of all 17 atoms, in Å:
1 H 2.422 3.495 0.651  0.057
2 O 2.039 0.559 1.534  0.004
3 C 2.302 2.560 0.106  -0.001
4 C 2.049 1.452 0.765  -0.291
5 H 2.325 2.516 -0.982  0.061
6 H -1.160 0.216 -2.313  0.100
7 C -0.727 -0.443 -1.520  -0.435
8 C -1.444 -0.042 -0.224  -0.230
9 O -0.873 -0.716 0.887  -0.234
10 C -1.260 -2.081 1.302  -0.769
11 O -2.427 -2.424 1.128  0.010
12 O -0.278 -2.685 1.772  -0.129
13 Hg 1.264 -1.419 0.399  0.970
14 O 0.637 -0.333 -1.403  -0.446
15 H -1.088 -1.467 -1.789  0.105
16 H -2.532 -0.212 -0.293  0.115
17 H -1.248 1.024 -0.020  0.113

The calculation puts the LUMO energy (alpha / beta) at 0.11795 / 0.10643 Eh. The value obtained for the max |F| is 2.52 eV Å⁻¹. Its energy above the lowest of the compared OMol25 structures with the same formula, charge and spin is 0.0000 eV. Its total energy is -19693.1448 eV. The spin multiplicity is 2. As for the net charge: -1. For the gap between HOMO and LUMO (alpha / beta), the calculation gives 0.228 / 0.288 Ha.

ORCA calculation (wB97M-V/def2-TZVPD) on a cluster of 2 separate species, CH6N3O in total.

Last column: Löwdin charge in e.
Positions of all 11 atoms, in Å:
1 C 0.819 1.144 -0.709  -0.290
2 N -1.078 -1.015 1.311  -0.213
3 N 0.268 -0.989 1.315  -0.155
4 N 0.465 -0.209 -1.065  -0.242
5 O -0.963 -0.322 -1.218  -0.262
6 H 0.278 1.448 0.299  0.057
7 H 1.936 1.050 -0.710  0.063
8 H 0.362 1.909 -1.249  -0.001
9 H -1.368 -0.075 1.642  -0.010
10 H -1.199 -0.933 -0.447  -0.003
11 H 0.480 -2.008 0.831  0.056

The calculation puts the LUMO energy (alpha / beta) at 0.17957 / 0.18016 Eh. The value obtained for the max |F| is 4.47 eV Å⁻¹. Its energy above the lowest of the compared OMol25 structures with the same formula, charge and spin is 2.2874 eV. Its total energy is -7647.2444 eV. As for the net charge: -1. For the gap between HOMO and LUMO (alpha / beta), the calculation gives 0.268 / 0.231 Ha.

ORCA calculation (wB97M-V/def2-TZVPD) on a cluster of 2 separate species, ClIO2P in total.

Last column: Löwdin charge in e.
Positions of all 5 atoms, in Å:
1 O 0.896 0.673 -1.332  -0.510
2 O 0.903 0.671 1.343  -0.513
3 P 0.562 0.143 0.004  -0.205
4 Cl 0.485 -1.853 0.018  0.140
5 I -2.845 0.366 -0.033  0.089

The calculation puts the LUMO energy (alpha / beta) at 0.10916 / -0.00051 Eh. The value obtained for the max |F| is 3.86 eV Å⁻¹. Its energy above the lowest of the compared OMol25 structures with the same formula, charge and spin is 0.0609 eV. Its total energy is -34008.8253 eV. The spin multiplicity is 3. As for the net charge: -1. For the gap between HOMO and LUMO (alpha / beta), the calculation gives 0.167 / 0.208 Ha.

The highest max |F| belongs to which entry? C9H17NO2

The lowest max |F| belongs to which entry? C25H36F2FeNO2PS6